No. 1
{"formula": "C3H10GaO", "method": "ωB97M-V with the def2-TZVPD basis set", "species": ["C", "H", "H", "H", "Ga", "H", "H", "H", "C", "H", "O", "C", "H", "H", "H"], "positions_angstrom": [[0.804125, 0.621510, -0.339682], [-0.563874, -0.179782, -1.731908], [-1.194888, -1.527096, 1.457075], [-1.019839, 1.399837, -1.112974], [-1.930304, -0.469374, 0.482783], [-2.727832, 0.643523, 1.344676], [2.552384, -0.691155, -0.247475], [1.410732, 1.134975, -1.103435], [1.488444, -0.708803, 0.004096], [-3.018949, -1.281682, -0.425310], [0.758784, 1.475482, 0.818402], [-0.615540, 0.426213, -0.823343], [1.659950, 1.591929, 1.130322], [1.009828, -1.531073, -0.522817], [1.386978, -0.904505, 1.069591]], "atomic_forces_ev_per_a": [[-0.08, -0.17, 0.06], [-0.06, -0.05, -0.08], [0.06, -0.01, 0.02], [-0.05, 0.05, -0.04], [-0.22, -0.01, -0.04], [0.05, 0.00, 0.01], [0.07, -0.02, 0.00], [0.02, 0.06, -0.02], [0.07, 0.18, -0.01], [0.05, 0.02, -0.01], [0.06, 0.15, -0.03], [0.05, -0.03, 0.12], [0.06, -0.01, 0.04], [0.04, -0.09, -0.07], [-0.11, -0.05, 0.04]], "lumo_ev": 3.77, "orbital_gap_ev": 8.1, "charge": -1, "de_lowest_kcal_mol": 0.0, "homo_energy_ev": -4.336}

=====

No. 2
{"formula": "C8H15NO2", "method": "ωB97M-V with the def2-TZVPD basis set", "species": ["N", "H", "C", "H", "H", "C", "C", "H", "C", "H", "H", "H", "H", "C", "H", "H", "H", "C", "H", "H", "C", "C", "O", "H", "O", "H"], "positions_angstrom": [[-1.947426, -0.488807, 0.715715], [2.584200, -2.252093, -0.900559], [2.115283, -1.418785, -1.491617], [-0.628850, 1.287640, -1.371964], [-1.898384, -0.616326, -1.345108], [-1.927719, -1.141885, 2.076579], [-1.607966, 1.231067, -0.932373], [-0.050738, -1.830948, -1.106570], [0.628206, -1.340205, -1.684872], [2.780129, -1.237977, -2.378907], [-2.988525, -1.065633, 2.515758], [-0.658598, 1.135908, 2.152817], [-1.264153, -0.626876, 2.776114], [-1.595438, 0.682176, 0.494023], [-2.199016, 2.097442, -0.936430], [0.607517, -0.839503, 1.052443], [1.314971, 1.003594, 2.229397], [1.360557, -0.305166, -0.904075], [1.699421, 1.869823, 0.681446], [-1.697317, -2.189218, 2.020311], [1.089993, -0.107844, 0.462316], [1.408540, 0.969186, 1.161117], [-1.088986, 1.619230, 1.425470], [1.660072, 0.627557, -1.465494], [-2.300049, 0.219187, -1.705067], [0.230387, -1.191217, -2.691251]], "atomic_forces_ev_per_a": [[-0.40, -1.95, 1.50], [-0.84, 1.07, -0.17], [1.83, -3.25, -0.94], [0.61, 0.79, 0.33], [-0.95, 0.88, -0.48], [-1.87, 1.99, -0.55], [-1.10, -3.22, 0.22], [-1.32, -1.92, 1.69], [1.25, 0.70, -2.35], [-1.02, 0.15, 0.83], [1.52, -0.07, -0.66], [-0.42, 0.26, -0.22], [0.10, -0.23, 0.11], [1.37, 1.62, 0.89], [-0.45, 1.46, -0.32], [-0.64, -1.23, -0.15], [0.46, -0.03, 0.30], [0.92, 3.12, -1.27], [-0.04, 0.86, -0.19], [0.30, -0.32, -0.31], [-2.31, -6.76, -3.29], [3.10, 7.31, 4.58], [-0.74, -0.99, -0.91], [-0.62, -0.68, 0.77], [0.94, -0.05, 0.29], [0.33, 0.49, 0.29]], "lumo_ev": [0.73, -1.97], "orbital_gap_ev": [5.8, 8.0], "charge": 0, "multiplicity": 3, "homo_energy_ev": [-5.069, -9.990]}